1.
This record from OMol25 describes one molecule with the formula C5H12O. The level of theory is ωB97M-V with the def2-TZVPD basis set.

Atoms and positions in Å:
C  -1.76267  -1.06842  0.40265
C  -0.89829  0.14191  0.75280
C  0.05507  0.62281  -0.35588
C  1.01981  1.67073  0.20640
C  0.83495  -0.52999  -0.98612
O  1.52027  -1.21906  0.04741
H  -1.14187  -1.95778  0.24779
H  -2.35774  -0.89976  -0.50414
H  -2.45922  -1.29378  1.21836
H  -1.54398  0.98587  1.03285
H  -0.29610  -0.09863  1.63805
H  -0.53672  1.08214  -1.16204
H  1.74586  1.18452  0.86646
H  1.57196  2.18751  -0.58790
H  0.48266  2.42935  0.78767
H  1.54332  -0.12525  -1.72713
H  0.15413  -1.21085  -1.52124
H  2.06857  -1.90133  -0.35599

Values from the calculation:
- DFT total energy: -272.9393 Eh
- Structure (SMILES): CC[C@@H](C)CO
- HOMO level: -0.3785 Eh
- 2S+1: 1
- ΔE to the lowest compared entry with this formula, charge and spin: 0.255 eV
- HOMO-LUMO gap: 0.4117 hartree

Results of the natural (NBO) charge analysis, in e, for atoms 1 through 6:
1 C -0.612
2 C -0.395
3 C -0.234
4 C -0.609
5 C -0.061
6 O -0.734

2.
This record from OMol25 describes one molecule with the formula C5H6N2O. The level of theory is ωB97M-V with the def2-TZVPD basis set.

Atoms and positions in Å:
C  -0.17489  -0.61871  1.23588
C  -0.38016  -0.78367  -1.11533
C  0.52409  0.67607  0.87541
C  -0.39643  0.64189  -1.38662
C  0.06209  1.41930  -0.39808
O  -0.55460  -1.51699  -2.21557
N  -0.10830  -1.39139  -0.01750
N  1.30382  1.30861  1.69017
H  -0.52685  -2.45023  -1.94330
H  1.34822  0.83786  2.60008
H  0.40064  -1.15051  1.99985
H  -1.19284  -0.43726  1.59062
H  -0.57403  0.99005  -2.39544
H  0.26924  2.47497  -0.52019

Values from the calculation:
- DFT total energy: -378.8350 Eh
- Structure (SMILES): [H]/N=C1/C=CC(O)=NC1
- HOMO level: -0.3368 Eh
- 2S+1: 1
- ΔE to the lowest compared entry with this formula, charge and spin: 0.977 eV
- HOMO-LUMO gap: 0.3339 hartree

Results of the natural (NBO) charge analysis, in e, for atoms 1 through 6:
1 C -0.307
2 C 0.521
3 C 0.258
4 C -0.273
5 C -0.163
6 O -0.658

3.
This record from OMol25 describes a 2-piece molecular cluster, C6H14O2 overall. The level of theory is ωB97M-V with the def2-TZVPD basis set.

Atoms and positions in Å:
C  1.72583  0.14397  -0.42656
C  1.32616  0.82827  0.87504
C  3.12528  -0.45289  -0.34348
H  1.68847  0.87120  -1.24090
H  1.01055  -0.64789  -0.65714
H  1.33580  0.11686  1.69876
H  2.02200  1.63098  1.11108
H  3.39569  -0.93573  -1.28009
H  3.17606  -1.19425  0.45161
H  3.85854  0.32321  -0.13305
H  0.32670  1.25039  0.79598
C  -2.09018  -1.02255  0.78472
C  -2.19852  0.18767  -0.08045
C  -2.58761  1.38926  0.32397
O  -1.88202  0.06043  -1.40967
O  -1.37120  -1.22573  -1.74728
H  -1.17201  -1.11255  -2.68560
H  -2.70982  -1.82277  0.38256
H  -1.06094  -1.37755  0.79974
H  -2.40712  -0.78623  1.79464
H  -2.87193  1.55817  1.34364
H  -2.63972  2.21774  -0.35752

Values from the calculation:
- DFT total energy: -387.3602 Eh
- Structure (SMILES): C=C(C)OO.CCC
- HOMO level: -0.3170 Eh
- 2S+1: 1
- ΔE to the lowest compared entry with this formula, charge and spin: 4.010 eV
- HOMO-LUMO gap: 0.3449 hartree

Results of the natural (NBO) charge analysis, in e, for atoms 1 through 6:
1 C -0.396
2 C -0.610
3 C -0.602
4 H 0.192
5 H 0.199
6 H 0.195

4.
This record from OMol25 describes C4H11N3O as an isolated structure. The level of theory is ωB97M-V with the def2-TZVPD basis set.

Atoms and positions in Å:
C  -1.77362  -0.24438  -0.49956
N  0.55579  0.50259  -1.27157
C  -0.68730  0.78846  -0.38491
N  0.43193  -0.33473  -2.40815
O  -0.84542  1.94943  -0.04784
H  1.03340  1.39355  -1.42031
H  1.32472  -0.78795  -2.57681
H  0.19030  0.21192  -3.23019
H  -1.40105  -1.23653  -0.73966
H  -2.29308  -0.29173  0.45612
H  -2.47103  0.07274  -1.28030
N  0.95111  0.93042  2.08388
C  0.66147  -0.14147  1.26957
C  0.65769  -1.42913  1.65021
H  0.85536  0.78622  3.08217
H  0.53191  1.80210  1.77627
H  0.98485  -0.00876  -0.07202
H  0.45531  -2.21895  0.93637
H  0.83767  -1.74380  2.67672

Values from the calculation:
- DFT total energy: -398.3752 Eh
- HOMO level: -0.2817 Eh
- 2S+1: 1
- ΔE to the lowest compared entry with this formula, charge and spin: 4.869 eV
- HOMO-LUMO gap: 0.3088 hartree

Results of the natural (NBO) charge analysis, in e, for atoms 1 through 6:
1 C -0.725
2 N -0.564
3 C 0.742
4 N -0.649
5 O -0.592
6 H 0.377